1.
{
  "formula": "C19H23N3O2",
  "method": "ωB97M-V with the def2-TZVPD basis set",
  "gap_ev": 8.6,
  "charge": 0,
  "homo_energy_ev": -8.03,
  "relative_energy_kj_mol": 762.2,
  "energy_ev": -28635.699,
  "mol_weight_g_mol": 325.4,
  "spin_multiplicity": 1,
  "smiles": "C[N+](C)([O-])CCCOc1nn(Cc2ccccc2)c2ccccc12",
  "symbols": ["O", "N", "O", "C", "C", "C", "C", "C", "C", "C", "C", "C", "C", "C", "C", "C", "N", "C", "C", "C", "C", "C", "C", "N", "H", "H", "H", "H", "H", "H", "H", "H", "H", "H", "H", "H", "H", "H", "H", "H", "H", "H", "H", "H", "H", "H", "H"],
  "positions_angstrom": [[-0.537, 3.962, 2.571], [-0.322, -0.150, -0.630], [0.640, 1.527, -2.115], [0.132, 0.311, -1.790], [2.560, -2.205, 3.035], [-0.075, -1.818, -5.042], [-0.698, -2.922, -4.392], [2.703, -3.154, 1.984], [1.320, -1.518, 3.170], [0.192, -0.704, -4.255], [-0.932, -2.885, -2.996], [1.744, -3.253, 0.988], [0.287, -1.743, 2.311], [0.035, -0.725, -2.863], [-0.452, -1.801, -2.189], [0.511, -2.533, 1.175], [-0.572, -1.489, -0.823], [-0.646, -2.542, 0.212], [1.340, 2.320, -1.031], [0.484, 3.226, -0.176], [-1.611, 2.058, 2.726], [-2.221, 3.678, 1.196], [-0.099, 2.542, 0.975], [-1.110, 3.087, 1.865], [3.241, -2.040, 3.858], [0.036, -1.842, -6.140], [-0.985, -3.696, -5.057], [3.529, -3.791, 1.829], [1.145, -0.730, 3.945], [0.710, 0.149, -4.681], [-1.422, -3.690, -2.547], [1.785, -3.821, 0.046], [-0.624, -1.142, 2.427], [-0.666, -3.550, -0.119], [-1.564, -2.267, 0.738], [2.156, 2.882, -1.421], [1.845, 1.700, -0.211], [1.002, 4.147, 0.068], [-0.382, 3.672, -0.736], [-2.382, 2.504, 3.300], [-2.010, 1.263, 2.076], [-0.888, 1.751, 3.378], [-1.853, 4.427, 0.590], [-2.962, 4.065, 1.932], [-2.634, 2.910, 0.564], [-0.483, 1.600, 0.651], [0.733, 2.231, 1.608]]
}

---

2.
{
  "formula": "C16H31O12S2",
  "method": "ωB97M-V with the def2-TZVPD basis set",
  "gap_ev": 7.7,
  "charge": -1,
  "homo_energy_ev": -5.56,
  "relative_energy_kj_mol": 0.0,
  "energy_ev": -63335.258,
  "mol_weight_g_mol": 479.5,
  "spin_multiplicity": 1,
  "symbols": ["O", "H", "C", "C", "C", "O", "C", "O", "O", "H", "H", "H", "H", "H", "H", "C", "C", "C", "O", "C", "O", "O", "H", "H", "H", "H", "H", "H", "C", "C", "C", "O", "C", "O", "O", "H", "H", "H", "H", "H", "H", "C", "S", "O", "C", "H", "H", "H", "H", "H", "H", "C", "S", "O", "C", "H", "H", "H", "H", "H", "H"],
  "positions_angstrom": [[-0.154, -0.038, -0.794], [-0.363, -0.204, 0.129], [1.467, -1.599, -3.414], [2.107, -1.957, -2.077], [1.296, -2.814, -1.111], [2.073, -4.029, -0.997], [3.254, -3.866, -1.576], [4.184, -4.608, -1.404], [3.309, -2.743, -2.322], [0.923, -2.357, -3.977], [2.266, -1.249, -4.068], [0.738, -0.827, -3.151], [2.337, -1.046, -1.527], [0.247, -3.009, -1.303], [1.364, -2.388, -0.109], [2.812, 1.882, -2.902], [1.733, 2.585, -2.100], [1.670, 2.207, -0.628], [2.345, 3.261, 0.039], [2.418, 4.329, -0.755], [2.719, 5.431, -0.449], [2.125, 3.973, -2.042], [2.711, 0.808, -3.026], [3.823, 2.150, -2.588], [2.752, 2.361, -3.888], [0.748, 2.436, -2.535], [2.118, 1.234, -0.418], [0.676, 2.024, -0.223], [-4.230, -0.139, -0.451], [-3.438, -1.286, -0.995], [-2.506, -1.981, -0.013], [-3.082, -3.273, 0.230], [-4.115, -3.461, -0.602], [-4.681, -4.508, -0.719], [-4.415, -2.330, -1.277], [-4.973, -0.436, 0.290], [-4.752, 0.414, -1.235], [-3.525, 0.595, -0.044], [-2.857, -0.904, -1.839], [-2.512, -1.341, 0.873], [-1.513, -2.179, -0.400], [-1.259, 2.513, 1.432], [-2.303, 1.583, 2.552], [-1.636, 1.589, 3.890], [-3.658, 2.778, 2.844], [-1.384, 2.199, 0.392], [-0.206, 2.326, 1.643], [-1.399, 3.588, 1.563], [-3.166, 3.584, 3.390], [-4.455, 2.350, 3.441], [-3.969, 3.194, 1.883], [0.827, -1.562, 2.615], [1.201, -0.814, 4.204], [2.015, -1.751, 5.050], [2.348, 0.421, 3.516], [0.386, -0.770, 2.008], [0.063, -2.325, 2.750], [1.739, -1.975, 2.186], [2.749, 1.135, 4.229], [1.832, 0.965, 2.725], [3.175, -0.146, 3.084]]
}

---

3.
{
  "formula": "C32H30CrF3N5O3S",
  "method": "ωB97M-V with the def2-TZVPD basis set",
  "gap_ev": [7.5, 8.1],
  "charge": 0,
  "homo_energy_ev": [-7.32, -7.90],
  "relative_energy_kj_mol": 19.7,
  "energy_ev": -94674.950,
  "mol_weight_g_mol": 673.7,
  "spin_multiplicity": 5,
  "symbols": ["Cr", "C", "C", "C", "C", "C", "C", "C", "N", "N", "C", "C", "C", "C", "C", "C", "N", "C", "C", "C", "C", "C", "C", "N", "H", "H", "H", "H", "H", "H", "H", "H", "H", "H", "H", "H", "H", "H", "H", "H", "H", "H", "H", "H", "N", "C", "C", "C", "C", "C", "C", "C", "C", "C", "C", "C", "C", "H", "H", "H", "H", "H", "H", "H", "H", "H", "H", "F", "C", "F", "F", "S", "O", "O", "O"],
  "positions_angstrom": [[0.037, -0.050, -0.115], [3.112, 1.419, 0.525], [2.748, 2.668, -0.257], [1.380, 3.248, 0.012], [0.955, 4.352, -0.720], [-0.266, 4.930, -0.428], [-1.034, 4.383, 0.588], [-0.550, 3.272, 1.247], [0.636, 2.710, 0.978], [2.549, 0.127, 0.063], [3.066, -0.884, 0.996], [2.358, -2.216, 0.900], [2.790, -3.307, 1.643], [2.095, -4.498, 1.531], [1.011, -4.565, 0.669], [0.655, -3.430, -0.039], [1.311, -2.273, 0.084], [3.035, -0.208, -1.284], [2.174, 0.295, -2.420], [2.536, -0.015, -3.723], [1.738, 0.427, -4.763], [0.616, 1.186, -4.465], [0.337, 1.449, -3.140], [1.086, 1.007, -2.128], [2.804, 1.562, 1.561], [4.210, 1.328, 0.519], [2.867, 2.521, -1.330], [3.488, 3.428, 0.017], [1.583, 4.748, -1.508], [-0.613, 5.792, -0.983], [-2.003, 4.786, 0.848], [-1.151, 2.794, 2.013], [2.961, -0.499, 2.015], [4.148, -1.021, 0.854], [3.654, -3.223, 2.292], [2.401, -5.366, 2.100], [0.449, -5.480, 0.544], [-0.168, -3.426, -0.738], [3.079, -1.293, -1.378], [4.063, 0.165, -1.412], [3.421, -0.610, -3.912], [1.982, 0.180, -5.788], [-0.049, 1.539, -5.239], [-0.532, 2.032, -2.870], [0.136, -0.135, 2.006], [-0.913, -0.888, 2.634], [-0.566, -1.913, 3.504], [-1.541, -2.706, 4.086], [-2.874, -2.460, 3.799], [-3.213, -1.434, 2.932], [-2.247, -0.625, 2.330], [-2.649, 0.423, 1.365], [-3.825, 1.138, 1.622], [-4.337, 2.017, 0.682], [-3.694, 2.152, -0.538], [-2.509, 1.466, -0.770], [-1.921, 0.620, 0.174], [1.022, -0.513, 2.315], [0.136, 0.860, 2.227], [0.483, -2.094, 3.720], [-1.259, -3.507, 4.756], [-3.649, -3.078, 4.233], [-4.251, -1.271, 2.675], [-4.341, 1.003, 2.566], [-5.246, 2.568, 0.892], [-4.112, 2.795, -1.305], [-2.044, 1.581, -1.742], [-3.470, -3.333, -2.128], [-2.871, -2.229, -1.673], [-3.796, -1.280, -1.559], [-2.403, -2.507, -0.439], [-1.465, -1.731, -2.800], [-2.011, -0.711, -3.654], [-1.075, -2.971, -3.413], [-0.462, -1.223, -1.857]]
}

---

4.
{
  "formula": "C4H7N3",
  "method": "ωB97M-V with the def2-TZVPD basis set",
  "gap_ev": 10.0,
  "charge": 0,
  "homo_energy_ev": -9.55,
  "relative_energy_kj_mol": 110.7,
  "energy_ev": -8730.532,
  "mol_weight_g_mol": 97.1,
  "spin_multiplicity": 1,
  "smiles": "CC/N=C(/N)C#N",
  "symbols": ["C", "C", "N", "C", "N", "C", "N", "H", "H", "H", "H", "H", "H", "H"],
  "positions_angstrom": [[1.400, -1.400, -0.259], [0.243, -0.737, -0.985], [0.040, 0.597, -0.525], [-0.761, 0.966, 0.394], [-1.018, 2.305, 0.300], [-1.411, 0.134, 1.397], [-1.867, -0.557, 2.206], [1.157, -1.525, 0.801], [2.303, -0.785, -0.341], [1.597, -2.380, -0.698], [-0.677, -1.325, -0.891], [0.470, -0.640, -2.054], [-0.312, 2.444, -0.450], [-1.164, 2.901, 1.106]]
}

---

5.
{
  "formula": "C8H16N2O3",
  "method": "ωB97M-V with the def2-TZVPD basis set",
  "gap_ev": 9.0,
  "charge": 0,
  "homo_energy_ev": -8.80,
  "relative_energy_kj_mol": 353.9,
  "energy_ev": -17676.084,
  "mol_weight_g_mol": 188.2,
  "spin_multiplicity": 1,
  "smiles": "CC[C@H](C)[C@H](NC(=O)CN)C(=O)O",
  "symbols": ["C", "C", "C", "C", "C", "C", "C", "C", "H", "H", "H", "H", "H", "H", "H", "H", "H", "H", "H", "H", "H", "H", "H", "H", "N", "N", "O", "O", "O"],
  "positions_angstrom": [[-1.579, 1.096, 2.666], [-0.541, 1.958, 1.873], [0.048, 0.039, 0.354], [0.909, -0.904, 1.254], [0.292, 0.250, -1.147], [1.803, 0.198, -1.368], [-0.340, -0.984, -1.903], [-0.190, -1.018, -3.373], [-1.288, -0.828, 2.358], [-0.294, -0.185, 3.479], [-2.557, 1.206, 2.220], [-1.557, 1.669, 3.616], [0.386, 2.321, 0.244], [-0.994, -0.253, 0.485], [-0.152, 1.189, -1.249], [2.346, 0.972, -0.724], [2.118, -0.841, -1.299], [2.022, 0.367, -2.349], [-1.389, -0.962, -1.575], [0.133, -1.808, -1.409], [-0.631, -1.796, -3.920], [0.811, -0.979, -3.855], [-0.495, -0.135, -3.762], [0.175, -2.283, 0.224], [-1.221, -0.181, 3.160], [0.109, 1.504, 0.808], [-0.546, 3.078, 2.237], [1.512, -0.616, 2.313], [1.111, -2.072, 0.642]]
}